Molecular formula: C17H25N2S
Method: DFT, the ωB97M-V functional and the def2-TZVPD basis

- Frontier orbital gap: 8.30 eV
- Total charge: +1
- Highest occupied orbital energy: -10.8 eV
- ΔE to the lowest compared entry with this formula, charge and spin: 0.0000 eV

Element x y z (Å)
S (-2.0718, -0.7114, -0.0517)
N (-2.8737, 0.4830, -2.1801)
N (-0.9849, 1.4790, -1.2458)
C (2.9482, -2.4168, 1.8007)
C (-1.0468, 2.5735, -2.2097)
C (1.4882, -0.8273, 2.9146)
C (-1.9432, 0.5398, -1.2308)
C (-2.9185, 1.3994, -3.3052)
C (3.0133, -1.5637, 0.6970)
C (0.7605, -0.4259, 4.1662)
C (2.4714, 0.4757, -0.5800)
C (-1.5710, 2.0419, -3.5195)
C (-3.5793, -1.3507, -0.8456)
C (0.6308, 2.2684, 0.9502)
C (0.5973, 1.1497, 1.7265)
C (-3.9668, -0.4643, -2.0151)
C (3.6507, -3.7332, 1.8224)
C (1.4767, 0.0075, 1.7523)
C (2.3124, -0.3597, 0.6551)
C (2.1886, -2.0230, 2.9054)
H (1.5098, 0.6776, -1.0711)
H (-3.3630, -2.3702, -1.1814)
H (-4.0946, -1.0235, -2.9496)
H (4.3403, -3.8009, 2.6709)
H (-4.3583, -1.3752, -0.0771)
H (-0.8676, 1.3088, -3.9295)
H (-0.1769, 1.1487, 2.5011)
H (3.1059, -0.0548, -1.3060)
H (-4.9107, 0.0646, -1.8173)
H (2.9344, -4.5573, 1.9229)
H (-3.6878, 2.1653, -3.1264)
H (-0.0924, 3.0577, 1.1679)
H (-1.6643, 2.8572, -4.2393)
H (1.1802, 0.4883, 4.6087)
H (1.4466, 2.5105, 0.2729)
H (-0.4289, 1.6266, -0.3882)
H (-1.6893, 3.3808, -1.8287)
H (-0.0353, 2.9655, -2.3109)
H (4.2167, -3.8792, 0.9012)
H (-0.3068, -0.2536, 3.9862)
H (2.9661, 1.4348, -0.3754)
H (0.8446, -1.2224, 4.9125)
H (2.1477, -2.6598, 3.7908)
H (3.6279, -1.8569, -0.1582)
H (-3.2263, 0.8252, -4.1829)

Want to see where the charge sits? The natural (NBO) charges in e are:
1 S 0.39
2 N -0.37
3 N -0.59
4 C 0.05
5 C -0.22
6 C 0.06
7 C 0.37
8 C -0.21
9 C -0.23
10 C -0.64
11 C -0.64
12 C -0.43
13 C -0.54
14 C -0.53
15 C -0.12
16 C -0.21
17 C -0.64
18 C -0.16
19 C 0.05
20 C -0.24
21 H 0.20
22 H 0.25
23 H 0.23
24 H 0.23
25 H 0.25
26 H 0.23
27 H 0.21
28 H 0.23
29 H 0.22
30 H 0.23
31 H 0.21
32 H 0.22
33 H 0.25
34 H 0.23
35 H 0.22
36 H 0.46
37 H 0.21
38 H 0.23
39 H 0.22
40 H 0.21
41 H 0.22
42 H 0.23
43 H 0.22
44 H 0.21
45 H 0.23